Formula: C4H12
Source: OMol25
Level of theory: wB97M-V/def2-TZVPD

```
16
Properties=species:S:1:pos:R:3:forces:R:3:mulliken_charge:R:1
H -0.79501 1.74120 2.00663 -0.2 0.1 0.2 0.31
H -0.23917 -0.65037 -0.78403 -0.2 0.3 0.5 -0.01
H 0.89544 -1.65716 -1.57868 0.0 -0.1 0.6 0.33
H -1.59343 0.10565 0.43562 -0.3 -0.1 -0.2 0.28
C 0.43482 -0.67610 -1.73855 0.0 -0.7 -1.2 -0.39
H -0.44946 0.50409 3.26428 0.0 0.0 0.1 0.33
C -1.37616 -0.28111 1.46320 0.2 0.6 0.6 -0.76
H -0.99458 -1.29500 1.42114 0.1 -0.1 0.2 0.35
C 1.44901 0.35955 -1.93349 -0.4 0.2 0.9 -0.65
H -2.37152 -0.29760 1.95926 -0.1 -0.2 -0.7 0.35
H 2.10706 -0.15753 -2.68956 0.3 0.3 0.0 0.31
H -0.32922 -0.81030 -2.51565 -0.2 0.5 0.1 0.36
H 2.08742 0.46482 -1.04565 0.3 -0.1 -0.2 0.32
C -0.51016 0.71360 2.19238 0.9 -0.6 -1.0 -0.72
H 0.53070 0.58860 1.82520 -0.1 0.2 0.4 0.25
H 1.15427 1.34766 -2.28211 -0.2 -0.3 -0.3 0.35
```
Forces are in eV/Å.

Properties
* 2S+1: 2
* E_tot: -159.15876 Ha
* E_LUMO (alpha / beta): -2.989 / -11.210 eV
* expectation value of S²: 0.754
* relative energy (zero: lowest compared OMol25 entry of this formula, charge and spin): 7.0 kcal/mol
* net charge: +1

Formula: C7H9NO
Source: OMol25
Level of theory: wB97M-V/def2-TZVPD

```
18
Properties=species:S:1:pos:R:3:forces:R:3:mulliken_charge:R:1
H 0.77895 -2.04932 -1.56439 -0.7 1.4 -1.7 0.19
C -0.74544 -0.45971 -1.69244 1.3 0.7 -0.6 0.45
H 0.01122 2.21002 3.02873 1.1 -0.3 0.4 0.26
H 0.08947 1.52660 0.57091 -1.5 0.6 -0.1 0.37
H 1.94390 1.69058 3.09187 -1.5 0.4 0.3 0.24
C -1.36784 -1.76429 -1.75295 -0.9 0.0 2.3 -0.54
H 0.28488 -1.58419 -3.31392 0.1 -0.4 -2.0 0.32
C 0.57084 0.22558 2.28274 0.4 0.4 -1.0 -0.28
H 1.77360 1.23710 0.60465 0.5 -0.2 0.7 0.23
H -2.00816 -1.99643 -2.50589 -2.2 0.2 -2.4 0.28
C 0.04291 -1.53738 -2.31314 1.5 -1.6 5.0 -0.53
C -0.13505 -0.84076 2.36953 -1.7 -1.9 0.0 0.77
H 0.14993 1.28038 -1.65073 -0.9 -1.3 0.5 0.25
C 0.87807 1.28719 1.21578 0.7 -1.1 1.6 -0.66
H -1.84911 -2.27537 -0.85334 1.9 0.3 -0.8 0.22
N -0.68865 0.73622 -1.30243 -0.2 0.6 -0.6 -0.67
C 0.88289 1.58882 2.74197 0.6 0.2 -1.7 -0.38
O -0.79183 -1.83813 2.39655 1.6 1.9 0.0 -0.49
```
Forces are in eV/Å.

Properties
* SMILES: O=C=C1CC1.N=C1CC1
* E_tot: -401.92544 Ha
* E_LUMO: 0.933 eV
* relative energy (zero: lowest compared OMol25 entry of this formula, charge and spin): 135.3 kcal/mol
* net charge: 0

Formula: C29H53AlBBr2Cl2F6MgN4O8P
Source: OMol25
Level of theory: wB97M-V/def2-TZVPD

```
108
Properties=species:S:1:pos:R:3:forces:R:3:mulliken_charge:R:1
N -0.72940 0.23355 1.73489 -0.7 0.8 1.1 -0.02
C 0.14107 -3.95203 -10.43720 0.2 -0.2 -0.1 -1.44
C -4.68020 4.81966 -0.05103 1.5 -2.1 0.1 -0.22
H -2.56379 4.64129 0.62643 -1.1 -1.8 -0.7 0.68
F 1.21699 5.04457 10.20819 0.8 1.8 0.9 -0.33
H 3.95277 -2.64463 4.43959 0.1 0.1 0.0 0.31
H 2.60068 3.77190 7.79984 0.2 -0.1 0.0 0.26
H 1.18047 -3.89587 -6.01490 0.2 0.0 0.0 0.00
C 1.32022 -4.66600 -5.24891 -0.2 -0.1 0.1 0.02
C -1.99666 1.82725 0.46175 -1.4 0.8 0.7 0.79
H 1.14077 -3.47506 -8.59429 0.0 -0.2 0.1 0.26
H 5.63937 3.75154 8.31820 0.2 0.5 -0.6 0.21
C -5.28002 2.96376 3.70390 0.3 -0.9 0.0 -0.65
C -4.77966 3.76808 4.91790 -2.2 -0.2 -1.5 0.82
C -3.46110 4.05928 0.23285 -0.7 -1.0 -0.2 0.06
H 0.78907 -4.79999 -10.66876 0.0 0.1 0.0 0.36
C -0.20588 -0.88904 -3.11492 -0.4 -1.5 -0.3 -0.72
H -6.63998 2.31911 -0.94663 1.1 0.8 0.4 0.37
C 3.31799 1.91674 1.35894 0.5 -0.3 1.0 -0.65
C -5.69739 2.83795 -0.61055 0.3 -1.6 -0.2 -0.44
Cl 2.10612 -0.57809 1.99112 -0.1 0.8 -2.1 -0.20
H 1.52878 -5.60289 -5.78151 -0.1 0.0 -0.1 0.31
C -4.55969 1.93990 -0.36671 1.3 3.1 0.9 -0.33
H 3.61872 -5.52673 -6.58930 0.0 0.0 0.0 0.28
O -5.19165 5.02438 4.78894 1.1 0.5 0.3 -0.61
Mg 0.16226 2.13104 3.20843 2.0 1.7 1.9 0.61
H -1.89981 2.41763 -3.13136 -0.5 -0.6 -0.5 0.30
H 2.82491 -7.15346 -2.54241 0.0 0.0 0.0 0.39
Br -1.56470 -6.28783 -6.84999 -1.7 -2.1 0.9 -0.44
F -0.82465 5.92979 10.21737 0.6 1.9 0.0 -0.32
H -0.13131 0.65154 2.47427 -0.1 -3.2 -1.3 0.20
C 2.67834 -5.11268 -3.22997 -0.3 -0.1 0.2 -0.71
C 1.02031 1.34773 0.37623 0.0 -0.6 0.6 -0.32
H 3.34180 -3.05714 -5.80942 -0.2 -0.1 0.0 0.35
H 3.44679 4.20460 9.28444 0.3 -0.3 0.0 0.39
H 4.52204 1.90173 9.40772 0.0 0.3 -0.1 0.39
H -4.99954 1.90967 3.80115 0.0 0.0 -0.1 0.27
H 1.80972 -5.04035 -2.56702 -0.1 0.0 -0.2 0.31
C -1.99303 0.98364 1.83197 -0.1 0.6 -3.3 -0.33
C 0.12554 -3.68515 -8.94079 -0.4 0.3 -0.1 0.46
H -0.26225 -3.88429 -3.98485 0.1 0.0 0.1 -0.15
F -1.52152 4.09988 9.80011 -0.5 -1.9 -0.2 -0.31
H 4.26485 1.47291 0.93317 -1.1 0.4 0.3 0.31
H 4.89291 -5.63953 -5.36041 -0.1 -0.1 -0.1 0.26
C 4.31857 -4.95237 -5.98191 0.3 0.0 0.0 -1.06
H 3.49782 -4.68676 -2.64076 0.0 0.1 -0.2 0.45
O -0.32420 -4.86172 -8.25235 1.2 1.2 -1.3 -0.47
C 2.09194 1.02137 1.13333 1.3 0.7 -0.2 0.34
F 0.53724 3.29897 9.53009 -0.4 -1.8 -1.2 -0.33
Al -1.98759 6.29409 1.09295 0.3 1.1 0.6 0.40
N -5.80005 4.18937 -0.49808 2.0 -0.7 0.7 -0.54
H -0.45623 -1.60034 -9.09189 0.0 0.0 0.0 0.41
H 3.62549 5.20906 7.84746 0.3 -0.2 -0.2 0.40
H 3.99389 -6.76123 -3.78952 -0.1 -0.1 -0.1 0.28
H -1.81599 -2.72488 -8.89207 0.1 0.0 -0.1 0.34
H -5.06905 3.72302 7.09423 0.0 0.1 -0.2 0.34
H -4.83500 3.33567 2.77540 0.0 0.1 0.1 -0.08
C -2.84774 -1.05372 -1.09062 -0.3 0.7 1.5 0.63
C 3.53374 4.17871 8.19409 -1.9 0.9 0.2 -1.15
C 4.77881 3.32676 7.77664 1.2 -1.0 0.3 0.65
O 4.79634 3.28253 6.47846 0.1 0.6 0.1 -0.33
H -1.21968 -1.11373 -3.57444 1.1 0.2 0.5 0.34
C -3.29966 2.59164 0.10590 -3.2 0.5 -0.8 -0.11
C -1.44940 0.67994 -0.49008 0.3 0.9 2.4 0.51
P -0.12488 4.77402 9.31877 -0.5 0.2 0.6 0.98
C -0.14337 0.32407 0.36168 -0.6 1.1 -1.6 0.11
H 0.22363 -0.62768 -0.10119 -0.2 0.5 1.2 0.52
H -6.50588 3.23869 6.18624 0.1 0.2 -0.3 0.36
H 5.02880 -4.47654 -6.66424 0.0 0.0 0.0 0.40
O -2.81874 1.00902 2.67821 0.8 -0.2 0.7 -0.43
N 2.43316 -4.26992 -4.39207 0.2 0.4 0.1 0.22
C 3.62196 -3.87982 -5.14109 0.0 0.1 -0.1 -0.64
C -0.00407 -4.80767 -4.51508 0.0 0.2 0.2 -0.72
F 0.39246 5.97343 8.34373 1.4 1.5 0.4 -0.34
Cl 1.03532 2.93060 -0.47836 -0.4 -1.3 0.3 -0.13
H 0.49654 -3.07888 -10.98958 0.0 0.0 0.0 0.38
O -3.44119 -1.53153 -1.95060 0.0 -0.5 -0.4 -0.39
H -5.13439 2.13759 6.32566 0.1 0.0 -0.1 0.34
H 2.29656 -7.03505 -4.21649 0.0 0.1 0.0 0.25
H 3.19049 2.98594 1.05415 -0.1 -1.2 -0.2 0.34
C -0.78400 -2.51639 -8.59480 0.0 0.2 0.2 -1.22
H 3.42439 1.94213 2.52140 0.4 0.1 -2.7 0.12
O 4.38564 -1.82873 4.16365 -0.2 -0.1 -0.1 -0.59
H 3.69676 1.40502 7.93119 0.1 0.2 -0.1 0.29
H 5.45433 1.25941 8.05407 0.0 0.3 -0.2 0.35
H 3.77197 -1.43918 3.52746 0.2 0.0 0.2 0.40
H -6.36728 3.00224 3.59468 0.1 0.2 0.2 0.40
H -3.69014 3.55870 4.99858 0.6 0.5 0.3 0.01
F -0.52386 4.28272 7.81412 -1.1 -1.7 -0.8 -0.31
C 4.59915 1.88532 8.31662 -0.8 -1.0 0.6 -1.19
H -0.04002 -1.58316 -2.23004 -0.2 0.8 -0.9 0.27
H -0.79366 -2.34454 -7.51552 0.1 0.0 0.0 0.22
O -2.28026 1.54388 -2.89971 1.2 0.3 1.9 -0.57
N -2.35396 -0.48794 -0.09598 0.0 -0.2 -2.6 -0.71
C 2.96411 -6.59704 -3.47273 0.1 -0.1 0.1 -1.02
H 0.01049 -5.63067 -3.79666 -0.1 0.0 0.0 0.32
H -0.80498 -5.01998 -5.23653 0.5 0.3 0.6 0.10
B -1.30809 0.92783 -2.07954 1.3 0.2 -1.9 0.83
O -0.11506 0.49893 -2.72325 -1.3 -0.1 0.9 -0.67
H -4.63519 0.83213 -0.48789 -0.1 1.3 0.1 0.31
H -4.67296 5.93497 0.10870 -0.3 -1.2 -0.3 0.08
H 4.35197 -3.44172 -4.45203 -0.1 -0.1 0.1 0.41
H 0.55005 -1.19605 -3.88562 -0.5 0.8 0.8 0.35
Br 2.67926 1.29558 4.20308 -2.3 0.9 2.4 -0.62
C -5.41519 3.18901 6.20719 0.2 -0.4 1.1 -1.33
H -1.29775 2.67050 0.75999 -0.1 -1.0 -0.9 -0.04
H -0.85941 -4.20969 -10.79729 0.0 0.1 0.1 0.36
H -1.22225 -5.05429 -8.55613 0.2 0.1 -0.2 0.41
```
Forces are in eV/Å.

Properties
* E_tot: -9433.49983 Ha
* E_LUMO: -5.656 eV
* net charge: 0

Formula: C3H5NO3
Source: OMol25
Level of theory: wB97M-V/def2-TZVPD

```
12
Properties=species:S:1:pos:R:3:forces:R:3:mulliken_charge:R:1
H -1.08753 -0.38741 -0.59696 0.1 0.5 -0.1 0.35
C -0.33845 -0.55065 1.35757 0.6 0.5 1.0 0.49
N 0.80794 0.62533 -0.47622 -1.1 -0.7 -1.1 -0.18
H 0.22907 -1.44311 -0.45154 0.3 0.1 0.1 0.25
C 0.40964 1.38521 -1.56097 1.0 0.8 -0.2 0.12
H 1.76438 0.34464 -0.64277 0.2 0.0 0.5 0.26
O 1.20756 1.98031 -2.25208 -0.5 -0.3 0.1 -0.52
C -0.10451 -0.45294 -0.12159 -0.4 -0.4 0.1 -0.42
H -0.67556 1.47066 -1.72355 -0.1 -0.1 0.2 0.29
O 0.38433 -0.04950 2.17985 -0.2 -0.3 -0.3 -0.52
H -1.18423 -1.62575 2.57065 -0.1 -0.3 1.5 0.33
O -1.41265 -1.29679 1.71761 0.2 0.1 -1.8 -0.45
```
Forces are in eV/Å.

Properties
* SMILES: O=CNCC(=O)O
* E_tot: -397.80410 Ha
* E_LUMO: 0.500 eV
* relative energy (zero: lowest compared OMol25 entry of this formula, charge and spin): 20.5 kcal/mol
* net charge: 0

What is the formula in the third record? C29H53AlBBr2Cl2F6MgN4O8P

The lowest E_tot belongs to which entry? C29H53AlBBr2Cl2F6MgN4O8P

Which formula does entry 3 have? C29H53AlBBr2Cl2F6MgN4O8P